Computed, not measured: a cluster of 7 separate species, H15O7 in total at a distorted geometry, with ωB97M-V/def2-TZVPD.

Each line ends with the Mulliken charge.
Cartesian coordinates (Å):
O (-0.21105, 0.44127, 0.76027)  -0.245
H (-0.86505, -0.10273, 0.58427)  0.321
H (-0.30605, 1.36527, 0.22227)  0.518
H (0.57995, 0.07227, 0.57727)  0.394
O (-2.28805, -1.84673, 1.38627)  -0.678
H (-2.08705, -1.43073, 2.29627)  0.340
H (-3.33505, -1.97073, 1.39127)  0.336
O (-2.04105, 0.08827, -1.32773)  -0.619
H (-1.62105, 0.58827, -1.94373)  0.295
H (-3.00305, -0.02173, -1.43173)  0.284
O (1.42095, -2.04973, 1.37727)  -0.600
H (1.99795, -2.26373, 0.61427)  0.294
H (2.00995, -2.57073, 1.90827)  0.301
O (2.37895, 1.03527, 0.28527)  -0.664
H (2.35795, 1.37727, 1.18327)  0.348
H (3.36495, 0.70627, 0.18127)  0.305
O (0.54995, -1.18673, -2.32173)  -0.513
H (0.99695, -0.73573, -2.84673)  0.268
H (-0.15605, -0.61673, -2.07073)  0.272
O (-0.25905, 2.81627, -0.41273)  -0.705
H (0.66795, 2.90727, -0.76373)  0.381
H (-0.15305, 3.39827, 0.35127)  0.366

Force components x, y, z for each atom (eV/Å):
0.6 7.9 1.8
-6.1 -4.9 -1.6
0.1 -0.6 0.4
5.2 -2.5 -1.0
-2.6 1.0 1.9
-0.7 -1.2 -2.0
3.5 0.4 0.1
-1.6 -2.6 3.7
0.7 2.5 -3.2
0.9 0.4 -0.5
1.2 -0.2 -1.4
-1.1 0.7 -0.8
-0.1 -0.4 2.1
2.7 -0.9 -0.4
0.2 0.1 0.3
-3.0 1.0 0.2
-5.5 -6.3 7.3
6.7 6.1 -7.7
-1.1 0.1 0.4
1.8 -0.4 0.2
-1.1 -0.4 -0.2
-0.7 0.3 0.3

Computed properties:
**Lowest unoccupied orbital energy**: -3.3517 eV
**HOMO**: -14.73 eV
**Total charge**: +1
**Energy above the lowest of the compared OMol25 structures with the same formula, charge and spin**: 3.982 eV